[1]
Molecular formula: C58H53N6S3Ti
Method: DFT, ωB97M-V with the def2-TZVPD basis set

```
121
C58H53N6S3Ti, DFT ωB97M-V with the def2-TZVPD basis set
Ti 0.324 -0.379 -0.235
C 0.689 4.488 -2.102
C 1.711 3.376 -1.891
C 3.057 3.761 -2.524
C 1.279 2.027 -2.427
C 0.312 1.857 -3.409
C 0.068 0.605 -3.977
C 0.762 -0.521 -3.569
C 0.586 -1.850 -4.244
C 1.686 -0.374 -2.526
C 1.951 0.885 -1.984
H 1.011 5.388 -1.575
H -0.300 4.214 -1.729
H 0.603 4.749 -3.162
H 1.871 3.257 -0.814
H 2.942 3.887 -3.604
H 3.823 3.002 -2.349
H 3.414 4.706 -2.107
H -0.241 2.716 -3.770
H -0.670 0.514 -4.768
H 0.568 -2.660 -3.513
H 1.419 -2.033 -4.926
H -0.336 -1.886 -4.825
H 2.314 -1.217 -2.260
H 2.772 1.002 -1.293
C -2.360 4.440 0.131
C -1.353 4.574 1.079
C -0.458 3.542 1.311
C -0.572 2.367 0.581
C -1.572 2.233 -0.377
C -2.469 3.265 -0.598
N 0.322 1.267 0.746
N 1.080 1.257 1.799
C 2.053 0.269 1.759
C 2.964 0.204 2.820
C 4.053 -0.632 2.725
C 4.255 -1.383 1.564
C 3.322 -1.353 0.537
C 2.172 -0.572 0.621
H -3.054 5.253 -0.045
H -1.263 5.494 1.644
H 0.325 3.627 2.051
H -1.669 1.312 -0.942
H -3.252 3.153 -1.339
H 2.820 0.848 3.681
H 4.774 -0.677 3.533
H 5.142 -1.999 1.467
H 3.504 -1.963 -0.340
N -0.476 -1.315 1.273
S -0.380 -2.535 2.090
N -1.646 -3.560 1.956
S -1.901 -4.418 0.691
N -1.610 -3.882 -0.732
S -2.020 -2.414 -1.349
N -0.953 -1.408 -1.400
C -3.555 -1.959 -0.562
C -4.719 -2.650 -0.898
C -5.905 -2.305 -0.271
C -5.920 -1.278 0.668
C -4.754 -0.591 0.981
C -3.558 -0.924 0.363
C -2.551 -2.872 -2.974
C -3.134 -1.854 -3.718
C -3.489 -2.107 -5.031
C -3.250 -3.359 -5.589
C -2.657 -4.364 -4.835
C -2.304 -4.127 -3.512
C -3.569 -4.929 0.938
C -4.273 -4.526 2.062
C -5.577 -4.979 2.209
C -6.139 -5.810 1.250
C -5.410 -6.201 0.128
C -4.109 -5.762 -0.036
C -1.026 -5.954 0.715
C -0.475 -6.487 -0.440
C 0.128 -7.733 -0.365
C 0.174 -8.413 0.845
C -0.380 -7.857 1.994
C -0.991 -6.617 1.937
C 1.054 -3.564 1.822
C 1.384 -3.860 0.504
C 2.415 -4.749 0.254
C 3.126 -5.308 1.308
C 2.809 -4.979 2.619
C 1.762 -4.109 2.886
C -0.476 -2.230 3.819
C -0.775 -3.246 4.726
C -0.817 -2.935 6.073
C -0.577 -1.628 6.492
C -0.301 -0.628 5.571
C -0.246 -0.923 4.216
H -4.705 -3.437 -1.640
H -6.818 -2.830 -0.525
H -6.852 -1.002 1.148
H -4.773 0.216 1.705
H -2.645 -0.400 0.601
H -3.306 -0.877 -3.276
H -3.952 -1.326 -5.622
H -3.531 -3.551 -6.618
H -2.466 -5.335 -5.275
H -1.837 -4.897 -2.914
H -3.815 -3.865 2.786
H -6.153 -4.680 3.075
H -7.155 -6.164 1.376
H -5.856 -6.851 -0.615
H -3.526 -6.054 -0.904
H -0.506 -5.930 -1.367
H 0.566 -8.171 -1.253
H 0.643 -9.388 0.895
H -0.341 -8.393 2.934
H -1.443 -6.175 2.819
H 0.832 -3.421 -0.314
H 2.676 -4.995 -0.770
H 3.941 -5.994 1.106
H 3.376 -5.400 3.440
H 1.523 -3.846 3.907
H -0.983 -4.251 4.379
H -1.042 -3.707 6.798
H -0.619 -1.390 7.548
H -0.132 0.388 5.905
H -0.039 -0.158 3.479
```

The calculation puts the total energy at -4613.85587 Ha. The net charge is +2. Its spin multiplicity is 2. The molecular weight comes out at 978.2 g mol⁻¹. The HOMO-LUMO gap (spin up / spin down) comes out at 6.8 / 7.2 eV. The calculation puts the relative energy (zero: lowest compared OMol25 entry of this formula, charge and spin) at 37.9 kJ/mol.


[2]
Molecular formula: C58H55GeKNO12P4S
Method: DFT, ωB97M-V with the def2-TZVPD basis set

```
133
C58H55GeKNO12P4S, DFT ωB97M-V with the def2-TZVPD basis set
K 0.814 1.132 0.194
O 1.856 4.150 1.438
S 0.436 4.068 1.834
O 0.150 4.745 3.076
O -0.045 2.696 1.735
C -0.441 4.990 0.562
C 0.029 6.287 0.390
C -0.549 7.137 -0.537
C -1.618 6.678 -1.292
C -2.088 5.386 -1.119
C -1.517 4.501 -0.195
P -2.093 2.731 -0.123
C -3.523 2.763 -1.267
C -3.238 2.533 -2.611
C -4.252 2.450 -3.550
C -5.576 2.577 -3.153
C -5.874 2.793 -1.815
C -4.853 2.890 -0.877
C -2.910 2.726 1.516
C -3.466 3.865 2.095
C -4.035 3.806 3.360
C -4.048 2.607 4.059
C -3.494 1.470 3.488
C -2.927 1.528 2.225
H 0.863 6.614 0.998
H -0.170 8.144 -0.663
H -2.090 7.324 -2.023
H -2.918 5.050 -1.725
H -2.208 2.396 -2.916
H -4.007 2.252 -4.588
H -6.375 2.485 -3.879
H -6.906 2.872 -1.496
H -5.094 3.047 0.166
H -3.442 4.808 1.562
H -4.454 4.701 3.804
H -4.482 2.563 5.051
H -3.498 0.533 4.033
H -2.510 0.647 1.752
N 0.519 -2.086 1.664
C 0.111 -3.190 2.356
C 0.823 -3.588 3.500
C 0.499 -4.753 4.164
C -0.547 -5.556 3.721
C -1.277 -5.153 2.612
C -0.985 -3.976 1.928
P -2.024 -3.282 0.578
C -3.537 -4.303 0.760
C -4.328 -4.048 1.882
C -5.518 -4.724 2.083
C -5.952 -5.660 1.153
C -5.181 -5.913 0.030
C -3.980 -5.241 -0.165
C -1.293 -3.979 -0.949
C -0.263 -4.913 -0.999
C 0.222 -5.350 -2.225
C -0.326 -4.870 -3.408
C -1.353 -3.934 -3.365
C -1.821 -3.479 -2.141
H 1.152 -1.423 2.088
H -0.036 -1.748 0.893
H 1.646 -2.970 3.837
H 1.070 -5.040 5.039
H -0.800 -6.470 4.242
H -2.115 -5.755 2.283
H -4.004 -3.302 2.600
H -6.120 -4.506 2.957
H -6.892 -6.179 1.299
H -5.515 -6.636 -0.706
H -3.387 -5.448 -1.047
H 0.164 -5.292 -0.078
H 1.033 -6.068 -2.256
H 0.059 -5.209 -4.363
H -1.776 -3.531 -4.277
H -2.610 -2.733 -2.099
C 4.894 2.639 0.079
C 4.696 1.158 0.387
O 6.007 0.591 0.675
P 3.675 0.945 1.931
O 3.541 2.375 2.588
O 4.707 0.223 2.904
O 2.390 0.222 1.811
P 4.026 0.354 -1.146
O 4.043 -1.186 -0.591
O 5.056 0.528 -2.196
O 2.610 0.804 -1.338
H 5.422 3.131 0.896
H 3.931 3.135 -0.055
H 5.472 2.720 -0.841
H 6.075 -0.228 0.167
H 2.869 2.998 2.195
H 5.555 0.200 2.415
H 3.364 -1.717 -1.021
C -0.231 4.763 -4.166
C -0.806 3.837 -5.027
C -0.552 2.482 -4.859
C 0.296 2.036 -3.844
C 0.890 2.981 -3.005
C 0.620 4.334 -3.156
Ge 0.484 0.098 -3.528
C 2.176 -0.608 -4.212
C 3.091 0.188 -4.893
C 4.291 -0.343 -5.345
C 4.590 -1.677 -5.117
C 3.687 -2.482 -4.434
C 2.487 -1.950 -3.985
C -0.998 -0.805 -4.469
C -0.794 -1.410 -5.711
C -1.843 -2.045 -6.363
C -3.099 -2.099 -5.765
C -3.306 -1.514 -4.523
C -2.261 -0.861 -3.879
H -0.457 5.818 -4.271
H -1.474 4.168 -5.814
H -1.040 1.761 -5.506
H 1.579 2.650 -2.236
H 1.055 5.050 -2.469
H 2.876 1.240 -5.044
H 5.007 0.295 -5.847
H 5.538 -2.085 -5.448
H 3.922 -3.522 -4.240
H 1.784 -2.584 -3.453
H 0.192 -1.387 -6.164
H -1.679 -2.510 -7.329
H -3.912 -2.614 -6.266
H -4.254 -1.579 -4.003
H -2.435 -0.455 -2.885
C -4.781 -0.767 0.532
C -3.802 -0.871 -0.652
O -4.107 -1.664 -1.572
O -2.766 -0.162 -0.585
H -5.632 -1.431 0.386
H -5.125 0.266 0.634
H -4.260 -1.026 1.457
```

The calculation puts the total energy at -7641.72561 Ha. The net charge is -2. Its spin multiplicity is 2. The molecular weight comes out at 1225.7 g mol⁻¹. The HOMO-LUMO gap (spin up / spin down) comes out at 6.8 / 7.0 eV. The calculation puts the relative energy (zero: lowest compared OMol25 entry of this formula, charge and spin) at 140.0 kJ/mol.